Formula: C15H22BF4O12S
Source: the OMol25 dataset
Level of theory: ωB97M-V with the def2-TZVPD basis set

CARTESIAN COORDINATES (ANGSTROEM)
1 C -1.345 2.521 -2.214
2 C -2.134 1.788 -0.998
3 O -2.409 2.733 0.085
4 C -1.039 0.756 -0.370
5 O -0.048 1.577 0.256
6 B 0.294 1.142 1.615
7 C -0.934 1.217 2.707
8 S 1.065 -0.590 1.733
9 C 1.449 2.233 2.153
10 C 0.886 3.727 1.966
11 O 0.931 4.374 0.915
12 F 0.240 4.365 3.088
13 H -0.709 3.393 -1.812
14 H -2.039 2.890 -3.035
15 H -0.584 1.805 -2.696
16 H -3.078 1.260 -1.350
17 H -1.814 3.511 -0.015
18 H -0.600 0.211 -1.277
19 H -1.508 -0.033 0.298
20 H -0.602 0.592 3.618
21 H -1.905 0.712 2.339
22 H -1.222 2.266 3.043
23 H 1.484 -0.664 3.070
24 H 2.301 2.153 1.384
25 H 1.782 2.027 3.218
26 C -0.154 -3.849 0.358
27 C -1.324 -4.691 -0.042
28 O -2.261 -3.743 -0.506
29 C -1.520 -2.705 -0.988
30 O -1.954 -1.848 -1.699
31 O -0.226 -2.772 -0.565
32 F -1.855 -5.334 1.035
33 H -0.241 -3.459 1.376
34 H 0.793 -4.382 0.266
35 H -1.108 -5.414 -0.836
36 C -1.757 -8.588 -4.443
37 C -1.693 -9.061 -3.025
38 O -0.960 -8.041 -2.379
39 C -1.224 -6.903 -3.079
40 O -0.999 -5.801 -2.677
41 O -1.782 -7.175 -4.291
42 F -0.999 -10.221 -2.928
43 H -0.875 -8.875 -5.023
44 H -2.648 -8.943 -4.962
45 H -2.669 -9.173 -2.544
46 C 2.834 7.296 1.511
47 C 3.678 6.966 2.701
48 O 4.960 7.433 2.325
49 C 4.735 8.471 1.472
50 O 5.562 9.277 1.163
51 O 3.450 8.484 1.022
52 F 3.745 5.629 2.896
53 H 2.872 6.523 0.739
54 H 1.792 7.475 1.776
55 H 3.364 7.459 3.626

- Orbital gap: 6.253 eV
- 2S+1: 1
- LUMO level: 1.680 eV
- Total charge: -1

Atom charges from the natural (NBO) analysis, given in e for atoms 1 to 6: C -0.66; C 0.08; O -0.74; C -0.08; O -0.74; B 0.49